ORCA calculation (ωB97M-V with the def2-TZVPD basis set) on one molecule with the formula C13H14N4 at a distorted geometry.

Atoms and positions in Å:
N -0.131 1.355 0.871
N -0.922 0.881 1.880
N 1.188 1.484 -0.967
N 1.481 -2.533 -3.249
C -0.460 -3.114 -0.043
C 1.529 1.104 -2.377
C 0.363 0.691 -0.148
C 0.811 -1.233 -1.602
C 1.868 -1.226 -3.620
C -2.110 1.240 3.903
C 0.795 -2.555 -2.019
C -1.135 3.240 2.601
C 1.465 -0.401 -2.590
C -1.389 1.779 2.709
C 0.197 -3.538 -1.240
C 0.213 -0.777 -0.434
C -0.470 -1.756 0.322
H -1.562 3.699 3.494
H -3.204 1.372 3.812
H 1.143 2.488 -0.740
H -1.793 1.776 4.800
H -1.579 3.643 1.727
H 2.384 -0.980 -4.555
H -1.000 -3.871 0.585
H 0.883 1.588 -3.093
H -0.049 3.473 2.627
H 2.526 1.411 -2.586
H 0.205 -4.579 -1.547
H -1.897 0.188 4.044
H -1.066 -1.451 1.189
H 1.717 -3.395 -3.751

energy = -722.758542 Ha
ΔE to the lowest compared entry with this formula, charge and spin = 0.0 kcal/mol
SMILES string = CC(C)=N/N=C1/NCc2c[nH]c3cccc1c23
spin multiplicity = 1

Listed below, in e, are the Mulliken charges computed for each atom:
1. N -0.362
2. N -0.414
3. N -0.257
4. N -0.012
5. C -0.608
6. C -0.570
7. C -0.420
8. C 1.818
9. C -0.948
10. C -1.162
11. C -0.721
12. C -1.194
13. C 0.118
14. C 0.719
15. C -0.778
16. C 0.567
17. C -0.264
18. H 0.384
19. H 0.227
20. H 0.298
21. H 0.353
22. H 0.309
23. H 0.402
24. H 0.327
25. H 0.220
26. H 0.287
27. H 0.356
28. H 0.370
29. H 0.340
30. H 0.418
31. H 0.199

ORCA calculation (ωB97M-V with the def2-TZVPD basis set) on a 4-piece molecular cluster, C10H19O12 overall at a distorted geometry.

Atoms and positions in Å:
O -1.498 2.310 2.740
O -0.917 -5.326 -0.868
O 1.399 2.192 -1.318
O -1.185 3.180 0.639
O 1.036 0.974 3.421
O 1.069 2.932 -3.189
O -0.203 -4.706 1.160
O 2.721 -0.208 2.877
O -1.769 0.974 0.883
O 0.705 -0.706 2.068
O -1.633 -6.333 0.953
O 2.769 3.860 -2.100
C -1.506 2.185 1.521
C -0.944 -5.471 0.295
C 0.517 -3.539 0.772
C 2.119 1.969 -0.082
C 0.996 3.797 -4.245
C -1.455 0.664 -0.495
C -0.852 4.439 1.132
C 1.834 3.023 -2.197
C -2.489 -7.335 0.289
C 1.534 0.084 2.773
H 0.038 3.642 -4.741
H -1.393 -0.406 -0.695
H 1.387 2.141 0.707
H 1.047 4.837 -3.922
H 1.729 3.579 -5.021
H -0.014 -2.728 0.274
H -0.070 -0.152 2.191
H 1.048 -3.198 1.661
H -3.439 -7.112 -0.197
H -1.854 -7.822 -0.452
H -2.114 1.184 -1.189
H 1.400 -3.866 0.223
H 2.999 2.570 0.147
H -2.624 -8.028 1.119
H 2.535 0.961 -0.066
H -1.818 4.926 1.265
H -0.360 4.920 0.287
H -0.300 4.563 2.063
H -0.447 1.032 -0.685

net charge = -1
energy = -1295.338116 Ha
ΔE to the lowest compared entry with this formula, charge and spin = 40.0 kcal/mol
spin multiplicity = 1

Listed below, in e, are the Mulliken charges computed for each atom:
1. O -0.502
2. O -0.537
3. O -0.226
4. O -0.221
5. O -0.694
6. O -0.323
7. O -0.294
8. O -0.782
9. O -0.366
10. O -0.275
11. O -0.324
12. O -0.659
13. C 0.753
14. C 0.749
15. C -0.489
16. C -0.669
17. C -0.701
18. C -0.022
19. C -0.794
20. C 0.748
21. C -0.657
22. C 0.550
23. H 0.248
24. H 0.236
25. H 0.096
26. H 0.320
27. H 0.287
28. H 0.115
29. H 0.219
30. H 0.269
31. H 0.283
32. H 0.311
33. H 0.321
34. H 0.319
35. H 0.407
36. H 0.248
37. H 0.287
38. H 0.321
39. H 0.242
40. H 0.343
41. H -0.137

ORCA calculation (ωB97M-V with the def2-TZVPD basis set) on C10H14NO10Re as an isolated structure.

Atoms and positions in Å:
Re -0.178 0.020 -0.198
O 3.119 1.492 -1.874
O -2.818 0.985 -3.040
O -0.910 -4.677 -0.187
O -2.345 1.898 2.557
O -1.136 -2.640 0.738
O 1.564 0.111 -1.032
O -1.245 1.083 -1.447
O -0.639 -1.446 -1.637
O -1.329 0.346 1.293
O 0.958 -0.943 1.425
N 0.710 1.721 0.715
C 1.245 0.022 2.473
C -0.357 -2.839 -1.524
C 1.685 1.290 1.771
C -0.403 2.541 1.255
C -0.853 -3.355 -0.188
C 2.166 1.316 -1.190
C -1.599 -1.007 -2.642
C -1.487 1.600 1.800
C -1.968 0.463 -2.394
C 1.449 2.399 -0.380
H 2.168 3.128 -0.005
H -1.122 -1.101 -3.616
H 0.360 0.163 3.092
H 0.722 -2.980 -1.591
H -2.490 -1.631 -2.589
H 0.731 2.904 -1.027
H 2.056 -0.359 3.091
H -0.849 3.105 0.436
H 1.827 2.098 2.490
H 2.643 1.106 1.284
H -0.071 3.243 2.020
H 0.454 -1.686 1.790
H -0.832 -3.378 -2.344
H -1.227 -4.991 0.676

net charge = +1
energy = -1274.721726 Ha
ΔE to the lowest compared entry with this formula, charge and spin = 0.0 kcal/mol
spin multiplicity = 2

Listed below, in e, are the Mulliken charges computed for each atom:
1. Re 2.024
2. O -0.538
3. O -0.535
4. O -0.434
5. O -0.527
6. O -0.578
7. O -0.672
8. O -0.679
9. O -0.536
10. O -0.595
11. O -0.446
12. N 0.038
13. C -0.514
14. C -0.552
15. C -0.639
16. C -0.624
17. C 0.561
18. C 0.552
19. C -0.148
20. C 0.539
21. C 0.231
22. C -0.623
23. H 0.461
24. H 0.368
25. H 0.369
26. H 0.332
27. H 0.447
28. H 0.347
29. H 0.470
30. H 0.331
31. H 0.392
32. H 0.400
33. H 0.458
34. H 0.354
35. H 0.553
36. H 0.413

ORCA calculation (ωB97M-V with the def2-TZVPD basis set) on one molecule with the formula C2H3NO2 at a distorted geometry.

Atoms and positions in Å:
O -0.168 1.680 0.853
O 0.224 -0.979 -1.122
N -0.613 -0.288 -0.216
C -0.582 1.189 -0.140
C 0.528 -1.011 0.229
H -0.854 1.829 -1.063
H 0.044 -1.881 0.737
H 1.421 -0.539 0.723

energy = -283.114502 Ha
ΔE to the lowest compared entry with this formula, charge and spin = 90.1 kcal/mol
SMILES string = O=CN1CO1
spin multiplicity = 1

Listed below, in e, are the Mulliken charges computed for each atom:
1. O -0.399
2. O -0.312
3. N -0.200
4. C 0.163
5. C -0.044
6. H 0.307
7. H 0.219
8. H 0.266

ORCA calculation (ωB97M-V with the def2-TZVPD basis set) on a 4-piece molecular cluster, C23H60N3O7SSi overall at a distorted geometry.

Atoms and positions in Å:
S 1.455 2.879 -4.049
Si 6.178 1.842 -3.754
O -7.683 -1.793 -2.438
O -3.166 -0.824 -0.119
O 5.077 1.477 -5.027
O -9.871 -2.567 1.476
O 1.225 0.297 0.239
O 4.792 -0.158 5.540
O 5.581 -1.231 1.176
N 4.615 1.292 2.905
N -1.648 1.666 0.621
N -7.176 -3.297 0.340
C 2.840 1.645 -4.083
C 4.412 -0.451 1.007
C -8.969 -1.711 -1.847
C -6.253 -2.875 -0.713
C 5.808 -1.709 2.492
C 6.697 3.670 -3.677
C 7.759 0.832 -4.117
C -3.380 -1.186 1.236
C 0.738 1.484 -0.342
C 5.574 1.306 -2.032
C 6.067 0.381 5.843
C -10.443 -3.818 1.133
C -0.315 2.241 0.478
C -2.341 1.404 -0.637
C 4.529 1.004 1.475
C 3.933 2.261 -5.015
C 3.502 0.782 3.700
C -8.657 -2.658 2.210
C 3.812 0.810 5.190
C -3.553 0.505 -0.439
C -6.595 -1.634 -1.547
C 0.375 -0.836 0.124
C -7.453 -2.286 1.356
H 7.783 3.735 -3.807
H -4.372 -0.886 1.582
H 4.241 -0.421 -0.073
H 5.478 0.906 3.257
H -7.665 -1.307 0.912
H -2.617 -0.756 1.894
H 3.685 1.568 1.062
H 8.067 1.095 -5.134
H -0.418 3.253 0.068
H 6.366 -0.975 3.076
H -8.044 -3.581 -0.089
H -5.730 -1.433 -2.186
H -1.573 0.807 1.144
H -2.668 2.355 -1.068
H 2.617 1.398 3.508
H 8.532 1.093 -3.390
H -5.263 -2.737 -0.268
H 6.232 4.319 -4.426
H 0.414 1.296 -1.377
H 4.097 1.812 5.523
H 0.295 2.270 -4.451
H -8.535 -3.643 2.670
H -1.689 0.905 -1.366
H 7.494 -0.227 -4.030
H 3.255 -0.253 3.442
H -3.303 -2.270 1.306
H -6.727 -0.734 -0.934
H -0.161 -0.858 -0.828
H 1.614 2.142 -0.415
H -0.329 -0.873 0.956
H 6.644 -0.397 6.340
H 0.085 2.354 1.489
H -9.675 -1.409 -2.620
H 3.514 2.234 -6.032
H 2.902 0.534 5.727
H 4.879 -1.972 3.002
H 4.092 3.323 -4.778
H -9.288 -2.690 -1.483
H -8.733 -1.927 3.019
H -6.576 -2.183 2.002
H 3.541 -0.961 1.431
H -4.088 0.448 -1.391
H -4.246 0.918 0.299
H 6.426 -2.603 2.421
H 6.514 4.026 -2.653
H 3.203 1.449 -3.069
H -10.456 -4.500 1.987
H 4.977 2.122 -1.594
H 0.998 -1.728 0.190
H 5.434 1.417 1.021
H 5.990 1.240 6.513
H 2.483 0.702 -4.505
H 5.040 0.350 -2.043
H -6.169 -3.717 -1.406
H 6.609 0.671 4.936
H -9.007 -0.977 -1.039
H -11.469 -3.636 0.819
H -9.916 -4.288 0.297
H 1.276 3.235 -2.735
H 6.472 1.220 -1.409

net charge = +1
energy = -2290.542589 Ha
spin multiplicity = 1

Listed below, in e, are the Mulliken charges computed for each atom:
1. S -0.051
2. Si 0.707
3. O -0.478
4. O -0.263
5. O -0.442
6. O -0.335
7. O -0.378
8. O -0.336
9. O -0.483
10. N -0.319
11. N -0.279
12. N -0.345
13. C 0.424
14. C -0.011
15. C -0.544
16. C -0.606
17. C -0.552
18. C -1.178
19. C -1.093
20. C -0.718
21. C 0.143
22. C -1.245
23. C -0.682
24. C -0.694
25. C -1.063
26. C -0.023
27. C -0.562
28. C -0.750
29. C 0.105
30. C -0.917
31. C -0.910
32. C -0.942
33. C -0.253
34. C -0.666
35. C 0.078
36. H 0.338
37. H 0.213
38. H 0.040
39. H 0.144
40. H 0.165
41. H 0.335
42. H 0.092
43. H 0.302
44. H 0.423
45. H 0.164
46. H 0.126
47. H 0.301
48. H 0.109
49. H 0.410
50. H 0.244
51. H 0.340
52. H 0.167
53. H 0.367
54. H -0.048
55. H 0.422
56. H 0.313
57. H 0.411
58. H 0.076
59. H 0.313
60. H 0.156
61. H 0.299
62. H 0.282
63. H 0.329
64. H 0.371
65. H 0.155
66. H 0.235
67. H 0.376
68. H 0.312
69. H 0.345
70. H 0.385
71. H 0.265
72. H 0.430
73. H 0.161
74. H 0.387
75. H 0.265
76. H 0.262
77. H 0.365
78. H 0.418
79. H 0.331
80. H 0.331
81. H -0.379
82. H 0.334
83. H 0.404
84. H 0.407
85. H 0.349
86. H 0.333
87. H 0.424
88. H 0.334
89. H 0.377
90. H 0.281
91. H 0.267
92. H 0.236
93. H 0.290
94. H 0.302
95. H 0.474

ORCA calculation (ωB97M-V with the def2-TZVPD basis set) on a 2-piece molecular cluster, C2H8NS overall at a distorted geometry.

Atoms and positions in Å:
S -1.226 1.756 -0.835
N -0.235 -0.615 1.208
C 0.429 -1.407 0.125
C 1.928 -1.460 0.282
H 2.230 -1.692 1.306
H 2.344 -0.443 0.170
H 2.483 -1.974 -0.504
H -1.042 -0.266 0.658
H 0.198 0.311 1.207
H -0.015 -2.405 0.123
H -0.640 1.972 0.362
H 0.174 -0.865 -0.797

net charge = -1
energy = -533.958899 Ha
ΔE to the lowest compared entry with this formula, charge and spin = 7.6 kcal/mol
spin multiplicity = 1

Listed below, in e, are the Mulliken charges computed for each atom:
1. S -0.842
2. N -0.824
3. C -0.064
4. C -1.176
5. H 0.320
6. H 0.281
7. H 0.345
8. H 0.240
9. H 0.294
10. H 0.288
11. H -0.095
12. H 0.234